Entry 1:
Molecular formula: C24H27AuFN3O3
Method: DFT, ωB97M-V/def2-TZVPD

Results
Spin multiplicity: 3
Max |F|, eV Å⁻¹: 2.90
LUMO level (spin up / spin down), eV: -5.669 / -7.986
Molar mass, g/mol: 621.46
Charge: +2
HOMO energy (spin up / spin down), eV: -13.38 / -13.22
Orbital gap (spin up / spin down), Eh: 0.28333 / 0.19240

Last column: Löwdin charge in e.
Element x y z (Å)
C -3.2206 1.5619 -4.0559  -0.078
C -2.8058 2.8175 -3.9304  -0.085
H -2.9846 0.7435 -3.3482  0.048
H -3.9636 1.2388 -4.8220  0.062
H -3.0214 3.6256 -4.6130  0.045
H -2.2620 3.1158 -3.0591  0.020
Au 1.4004 1.0684 -5.9025  0.960
C 0.6721 -2.0471 -7.4339  -0.037
C 0.8861 -0.9348 -8.2990  -0.035
C 2.3063 -0.7607 -6.4222  -0.254
C 1.4603 -1.9232 -6.2723  -0.037
H 0.4180 -0.7954 -9.2779  0.128
H 2.4418 0.6580 -8.2749  0.102
H 3.3206 -0.7376 -6.0422  0.105
C 1.8747 -0.0931 -7.7208  -0.211
H 1.4871 -2.6131 -5.4180  0.106
H 0.0861 -2.9410 -7.6989  0.128
F -0.9034 3.5706 2.0124  0.062
C -0.5800 2.2706 1.7126  -0.148
C -0.6035 1.8827 0.3919  0.106
C -0.2135 0.5689 0.0476  -0.040
C 0.0671 0.1953 -1.3572  -0.267
O 0.2101 1.0202 -2.2719  0.104
C 0.2733 -1.2285 -1.5904  0.043
C 0.4802 -2.0659 -0.5363  0.078
N 0.2895 -1.6992 0.7772  0.052
C 0.3737 -2.6666 1.7899  -0.260
C 0.0884 -4.1050 1.4738  -0.054
C 1.4961 -3.6492 1.6780  -0.057
C 0.0863 -0.3434 1.0825  -0.100
C 0.2231 0.1007 2.4054  0.069
C -0.1502 1.4142 2.7634  -0.119
N -0.0677 1.8243 4.0889  -0.092
C 0.9998 1.3438 4.9522  -0.121
C 0.4086 0.6697 6.1822  -0.083
N -0.5209 1.6491 6.8000  0.048
C -1.5875 2.2118 5.9360  -0.076
C -0.9038 2.8292 4.7171  -0.113
C 0.4029 -1.7891 -3.0114  -0.643
O 1.3740 -2.5546 -3.1653  0.064
O -0.5055 -1.3869 -3.7701  0.033
H -0.9021 2.5609 -0.4025  0.145
H 0.8041 -3.0983 -0.6878  0.142
H 0.0650 -2.3409 2.7781  0.141
H -0.3433 -4.6821 2.2874  0.122
H -0.2441 -4.3474 0.4676  0.117
H 2.1281 -3.5699 0.7949  0.119
H 1.9772 -3.9303 2.6112  0.118
H 0.6203 -0.5699 3.1690  0.106
H 1.6259 2.2014 5.2716  0.148
H 1.6372 0.6461 4.3998  0.133
H -0.1830 -0.2157 5.9351  0.145
H 1.1767 0.4072 6.9150  0.149
H -0.9461 1.2385 7.6307  0.192
H 0.0541 2.4455 7.0808  0.184
H -2.1495 2.9521 6.5098  0.150
H -2.2430 1.3826 5.6649  0.148
H -0.2632 3.6689 5.0452  0.147
H -1.6471 3.2052 4.0122  0.138

---

Entry 2:
Molecular formula: C12H18EuN5O7S3
Method: DFT, ωB97M-V/def2-TZVPD

Results
Spin multiplicity: 8
Max |F|, eV Å⁻¹: 3.36
LUMO level (spin up / spin down), eV: 2.340 / 2.335
Molar mass, g/mol: 592.47
Charge: -1
HOMO energy (spin up / spin down), eV: -1.79 / -4.88
Orbital gap (spin up / spin down), Eh: 0.15187 / 0.26510
Energy relative to the best compared isomer or geometry (same formula, charge and spin), eV: 1.584

Last column: Löwdin charge in e.
Element x y z (Å)
Eu -0.1167 0.0031 -0.2968  1.449
O -1.2214 0.8305 3.3430  -0.320
S -0.7802 0.6411 1.9925  0.254
O -1.7968 -0.1268 1.1372  -0.552
O 0.4602 -0.1810 1.8358  -0.465
O -0.5320 1.8672 1.1893  -0.445
O 3.7496 0.2834 -2.7840  0.049
C 3.4085 -0.5749 -3.7623  -0.275
C 4.3696 -0.9041 -4.7198  -0.030
C 4.0727 -1.7998 -5.7272  -0.109
C 2.8099 -2.3841 -5.7937  -0.113
C 1.8488 -2.0441 -4.8605  -0.033
C 2.1247 -1.1289 -3.8422  -0.077
C 1.0963 -0.7415 -2.8405  -0.434
O 1.4600 -0.0706 -1.7927  -0.211
N -0.1202 -1.1412 -3.1056  0.001
N -1.1302 -0.7882 -2.2190  -0.213
C -2.1005 -1.6195 -2.2683  -0.934
S -3.5294 -1.4426 -1.2811  0.921
C -4.5304 -2.5146 -2.3759  -0.529
C -3.6538 -3.6604 -2.8325  -0.541
S -2.0400 -2.9882 -3.3714  0.908
H 2.9609 0.3414 -2.1864  0.059
H 5.3445 -0.4385 -4.6425  0.109
H 4.8276 -2.0532 -6.4622  0.092
H 2.5826 -3.1037 -6.5708  0.089
H 0.8579 -2.4740 -4.8958  0.095
H -4.8766 -1.9170 -3.2186  0.070
H -5.3838 -2.8674 -1.7973  0.069
H -4.0883 -4.1863 -3.6833  0.065
H -3.4784 -4.3712 -2.0251  0.067
C 0.5863 -4.2899 1.1518  0.003
C -0.2110 -3.0232 0.9761  -0.561
N -1.1373 -2.7355 1.8884  0.194
O -0.0592 -2.3386 -0.0440  -0.093
H 0.3319 -4.8168 2.0709  0.069
H 1.6462 -4.0377 1.1599  0.088
H 0.4070 -4.9352 0.2930  0.084
H -1.1641 -3.2080 2.7721  0.107
H -1.6140 -1.8302 1.7874  0.068
N -2.0738 1.8246 -1.3004  -0.075
N -0.6930 2.1787 -1.5058  -0.132
H -2.6702 2.6301 -1.4515  0.067
H -2.1903 1.5553 -0.3213  0.020
H -0.4405 2.9924 -0.9563  0.068
H -0.5763 2.3929 -2.4851  0.078

---

Entry 3:
Molecular formula: C39H53Cl20F3INO3S
Method: DFT, ωB97M-V/def2-TZVPD

Results
Max |F|, eV Å⁻¹: 3.48
LUMO level, eV: -1.053
Molar mass, g/mol: 1508.88
Structure (SMILES): NCCc1cc(CC(=O)I)c2c(c1)C(=O)c1ccc(S)c(C(F)(F)F)c1C2=O.ClCCCl.ClCCCl.ClCCCl.ClCCCl.ClCCCl.ClCCCl.ClCCCl.ClCCCl.ClCCCl.ClCCCl
HOMO energy, eV: -8.92
Orbital gap, Eh: 0.28896

Last column: Löwdin charge in e.
Element x y z (Å)
N 4.4416 -2.8452 1.7750  -0.029
C 3.6689 -2.5939 0.5315  -0.257
C 3.0197 -1.1189 0.4843  -0.121
C 1.5382 -1.2464 1.0054  -0.160
C 1.3173 -1.5633 2.4195  0.012
C -0.0204 -1.7296 3.0359  -0.213
C -0.1458 -2.0629 4.5557  -0.143
C -0.6085 -0.7496 5.3194  -0.743
O -1.0457 -0.7992 6.4242  0.011
I -0.4842 1.1989 4.3051  0.871
C -1.1878 -1.5950 2.1712  -0.049
C -0.9717 -1.2614 0.7372  -0.039
C 0.3501 -1.0749 0.1475  0.039
C -2.2732 -1.1415 -0.1264  -0.261
O -2.4430 -0.2951 -0.9773  0.087
C -3.3755 -2.2002 0.2400  -0.040
C -4.1539 -2.7913 -0.8403  0.003
C -5.1610 -3.7926 -0.4417  -0.107
C -5.3757 -4.1646 0.9693  -0.630
S -6.7120 -5.3882 1.2126  0.754
C -4.5633 -3.5748 2.0858  -0.115
C -4.7673 -3.9692 3.5625  -0.466
F -3.6280 -3.8477 4.3432  0.104
F -5.6916 -3.1044 4.1294  0.090
F -5.1395 -5.2915 3.7505  0.057
C -3.5803 -2.5650 1.6643  0.004
C -2.6679 -1.7708 2.6585  -0.259
O -3.0375 -1.2799 3.6981  0.102
H 3.8440 -3.1626 2.5372  0.049
H 4.9351 -1.9903 2.0475  0.065
H 2.8558 -3.3752 0.4642  0.119
H 4.3655 -2.7773 -0.3301  0.105
H 3.0791 -0.6934 -0.5471  0.084
H 3.5662 -0.5201 1.2564  0.109
H 2.2171 -1.6867 3.0685  0.110
H 0.9056 -2.2744 4.9137  0.105
H -0.8037 -2.9463 4.7389  0.107
H 0.4663 -0.8068 -0.9345  0.019
H -3.9761 -2.5050 -1.9073  0.032
H -5.7580 -4.2600 -1.2689  0.115
H -7.1748 -5.2112 2.4965  -0.104
Cl 2.1945 3.1984 -4.0503  0.587
C 0.5427 2.5562 -3.8705  -0.644
C 0.4027 1.6837 -2.6449  -0.619
Cl 1.3088 0.1571 -2.7987  0.606
H 0.2904 2.0128 -4.7814  0.060
H -0.1242 3.4156 -3.7912  0.076
H -0.6452 1.4166 -2.4975  0.066
H 0.7520 2.1954 -1.7480  0.073
Cl -1.7849 4.2826 3.2009  0.472
C -3.3158 4.0604 4.0844  -0.668
C -3.8472 5.3610 4.6433  -0.668
Cl -2.8278 5.9959 5.9582  0.538
H -3.1465 3.3250 4.8713  0.052
H -4.0314 3.6418 3.3757  0.075
H -4.8421 5.2031 5.0612  0.072
H -3.9196 6.1272 3.8717  0.067
Cl 1.8923 -5.5746 8.2580  0.540
C 0.2680 -5.6446 7.5289  -0.661
C 0.2892 -6.2496 6.1436  -0.651
Cl 1.1075 -5.1966 4.9608  0.570
H -0.1410 -4.6343 7.5184  0.067
H -0.3490 -6.2552 8.1890  0.071
H -0.7317 -6.3928 5.7874  0.050
H 0.7898 -7.2173 6.1373  0.072
Cl -3.4567 -7.9245 6.6116  0.545
C -4.5816 -8.0945 5.2393  -0.676
C -5.0246 -9.5258 5.0381  -0.665
Cl -3.6965 -10.5687 4.4726  0.540
H -4.0916 -7.6985 4.3506  0.062
H -5.4453 -7.4665 5.4597  0.068
H -5.8056 -9.5662 4.2779  0.073
H -5.4223 -9.9538 5.9581  0.069
Cl -6.8791 -2.2205 1.4551  0.756
C -7.7090 -0.9929 2.4503  -0.589
C -8.7536 -0.2292 1.6671  -0.662
Cl -8.0277 0.8252 0.4282  0.538
H -6.9512 -0.3264 2.8627  0.077
H -8.1815 -1.5244 3.2775  0.078
H -9.3215 0.4155 2.3391  0.072
H -9.4520 -0.9028 1.1709  0.068
Cl 5.9550 5.4899 -2.3546  0.525
C 5.1829 6.5335 -3.5729  -0.678
C 4.6732 5.7441 -4.7559  -0.657
Cl 5.9962 5.0617 -5.7363  0.557
H 5.9059 7.2910 -3.8759  0.073
H 4.3513 7.0355 -3.0784  0.025
H 4.0959 6.3949 -5.4137  0.077
H 4.0297 4.9248 -4.4394  -0.013
Cl 11.3702 7.7489 -8.5001  0.532
C 10.1539 6.8132 -7.5941  -0.667
C 8.7483 7.0768 -8.0843  -0.671
Cl 8.2015 8.7294 -7.7065  0.530
H 10.2606 7.0554 -6.5371  0.069
H 10.4011 5.7596 -7.7292  0.072
H 8.0518 6.3934 -7.5956  0.035
H 8.6668 6.9320 -9.1614  0.069
Cl 8.0755 0.0645 -8.0231  0.534
C 6.5290 0.7200 -8.6174  -0.669
C 5.8708 1.6352 -7.6095  -0.681
Cl 5.2934 0.7534 -6.1747  0.536
H 5.8842 -0.1193 -8.8764  0.067
H 6.7509 1.2740 -9.5304  0.070
H 4.9996 2.1138 -8.0585  0.072
H 6.5521 2.4167 -7.2745  0.040
Cl 2.1874 5.3340 -0.2674  0.530
C 2.3331 6.7643 0.7865  -0.659
C 2.7944 7.9863 0.0253  -0.647
Cl 4.4819 7.8360 -0.5247  0.570
H 3.0161 6.5174 1.5988  0.071
H 1.3461 6.9449 1.2139  0.072
H 2.7474 8.8644 0.6705  0.072
H 2.1687 8.1721 -0.8476  0.069
Cl -0.7382 -1.1604 -5.8843  0.542
C -2.4437 -0.8472 -5.4766  -0.655
C -2.7744 -1.2489 -4.0570  -0.647
Cl -2.7285 -3.0181 -3.8267  0.597
H -3.0661 -1.3763 -6.1979  0.069
H -2.6081 0.2234 -5.6050  0.072
H -3.7852 -0.9231 -3.8070  0.081
H -2.0862 -0.7978 -3.3428  0.042

---

Which value of molar mass does entry 3 give?
1508.88 g/mol